Density functional theory data (ωB97M-V/def2-TZVPD) for the molecule C7H13N in a non-equilibrium geometry.

SMILES string: C/C=C/CN/C=C/C
ΔE to the lowest compared entry with this formula, charge and spin (kcal per mole): 71.7
Gap between HOMO and LUMO (eV): 9.20

Each line ends with the natural charge from an NBO analysis.
Geometry (Å):
C1 -0.78 -2.04 -3.33  -0.6615
C2 -1.03 -1.58 -1.91  -0.2085
C3 -0.02 -1.49 -1.11  -0.1809
C4 -0.21 -1.23 0.42  -0.2487
N1 0.89 -0.33 0.82  -0.6385
C5 0.45 1.01 1.20  0.0014
C6 0.79 1.86 2.18  -0.2861
C7 0.41 3.24 2.28  -0.6248
H1 -1.61 -2.28 -4.08  0.2156
H2 -0.30 -2.99 -3.04  0.2184
H3 0.01 -1.53 -3.93  0.2183
H4 -2.00 -1.29 -1.85  0.2051
H5 1.05 -1.64 -1.32  0.2092
H6 -0.17 -2.23 0.89  0.2031
H7 -1.17 -0.75 0.70  0.1994
H8 1.54 -0.65 1.51  0.3686
H9 -0.07 1.40 0.28  0.1731
H10 1.26 1.52 3.07  0.1945
H11 1.38 3.78 2.54  0.2153
H12 -0.34 3.38 3.22  0.2040
H13 -0.10 3.83 1.47  0.2230

---

Density functional theory data (ωB97M-V/def2-TZVPD) for the molecule C5H7N in a non-equilibrium geometry.

SMILES string: C#CC/N=C/C
ΔE to the lowest compared entry with this formula, charge and spin (kcal per mole): 78.2
Gap between HOMO and LUMO (eV): 10.74

Each line ends with the natural charge from an NBO analysis.
Geometry (Å):
C1 -2.28 -1.52 -1.28  -0.2621
C2 -1.53 -1.62 -0.35  -0.0191
C3 -0.59 -1.52 0.81  -0.3144
N1 0.39 -0.57 0.67  -0.4333
C4 0.21 0.48 0.01  0.1384
C5 1.26 1.52 0.24  -0.6772
H1 -2.95 -1.35 -2.12  0.2452
H2 -1.19 -1.13 1.70  0.2362
H3 -0.11 -2.51 1.09  0.2283
H4 -0.68 0.50 -0.72  0.1713
H5 1.89 1.84 -0.66  0.2150
H6 1.82 0.88 0.88  0.2470
H7 1.01 2.45 0.63  0.2247

---

Density functional theory data (ωB97M-V/def2-TZVPD) for the molecule C5H7NO2 in a non-equilibrium geometry.

ΔE to the lowest compared entry with this formula, charge and spin (kcal per mole): 70.0
Gap between HOMO and LUMO (alpha / beta) (eV): 7.65 / 7.89
Multiplicity: 3

Each line ends with the natural charge from an NBO analysis.
Geometry (Å):
C1 -0.67 1.37 -0.19  0.1336
C2 0.43 -0.72 -0.10  0.1239
C3 0.49 0.57 0.16  -0.0726
C4 -2.19 -0.30 -0.66  0.4750
C5 1.23 -1.88 -0.40  -0.7283
N1 1.53 1.39 0.69  -0.8409
O1 -1.89 0.94 -0.26  -0.5433
O2 -3.13 -0.75 0.13  -0.6572
H1 -0.51 2.48 -0.24  0.1643
H2 0.52 -2.85 -0.62  0.2461
H3 1.93 -1.58 -1.17  0.2318
H4 1.74 -2.15 0.55  0.2231
H5 1.32 2.41 0.71  0.3869
H6 2.51 1.10 0.61  0.3896
H7 -3.31 -0.03 0.79  0.4679

---

Density functional theory data (ωB97M-V/def2-TZVPD) for the molecule C5H11BO2 in a non-equilibrium geometry.

SMILES string: CC1(C)C[C@@H]1B(O)O
ΔE to the lowest compared entry with this formula, charge and spin (kcal per mole): 35.1
Gap between HOMO and LUMO (eV): 9.80

Each line ends with the natural charge from an NBO analysis.
Geometry (Å):
C1 -2.07 0.82 0.29  -0.6026
C2 -0.82 -0.03 -0.06  -0.0878
C3 -0.86 -1.28 0.83  -0.6146
C4 -0.46 0.11 -1.47  -0.4300
C5 0.36 0.83 -0.41  -0.4709
B1 2.08 0.08 -0.04  1.1228
O1 2.97 0.97 0.51  -0.9095
O2 2.41 -1.26 -0.28  -0.9174
H1 -1.91 1.16 1.29  0.2139
H2 -3.07 0.29 -0.10  0.2183
H3 -2.11 1.87 -0.28  0.1977
H4 -0.84 -1.06 1.92  0.2084
H5 -0.04 -2.00 0.58  0.2277
H6 -1.92 -1.69 0.83  0.2146
H7 -1.16 0.70 -2.09  0.2088
H8 0.16 -0.54 -2.09  0.2227
H9 0.13 1.92 -0.28  0.2266
H10 3.93 0.62 0.59  0.4855
H11 3.22 -1.51 0.25  0.4859

---

Density functional theory data (ωB97M-V/def2-TZVPD) for the molecule C4H11N3S in a non-equilibrium geometry.

SMILES string: CNCC/N=C/NS
ΔE to the lowest compared entry with this formula, charge and spin (kcal per mole): 35.1
Gap between HOMO and LUMO (eV): 9.31

Each line ends with the natural charge from an NBO analysis.
Geometry (Å):
C1 3.89 -0.81 -0.31  -0.4142
N1 2.71 -0.74 0.50  -0.6313
C2 2.22 0.61 0.68  -0.2124
C3 1.22 1.22 -0.31  -0.2467
N2 0.17 0.23 -0.56  -0.4955
C4 -1.01 0.52 -0.17  0.2801
N3 -2.05 -0.45 -0.20  -0.7904
S1 -3.64 -0.28 0.24  0.2146
H1 3.78 -0.71 -1.40  0.1634
H2 4.38 -1.78 -0.19  0.1945
H3 4.67 -0.06 -0.03  0.1881
H4 1.97 -1.35 0.11  0.3751
H5 1.73 0.66 1.63  0.1823
H6 3.10 1.31 0.79  0.1893
H7 0.78 2.08 0.20  0.1677
H8 1.66 1.55 -1.23  0.1926
H9 -1.41 1.51 0.17  0.1573
H10 -1.80 -1.37 -0.56  0.4033
H11 -4.20 0.11 -0.91  0.0822

---

Density functional theory data (ωB97M-V/def2-TZVPD) for a cluster of 10 separate species, C26H75N3O17 in total in a non-equilibrium geometry.

SMILES string: COC[C@H](C)N.COC[C@H](C)N.COC[C@H](C)N.OCCO.OCCO.OCCO.OCCO.OCCO.OCCO.OCCO
ΔE to the lowest compared entry with this formula, charge and spin (kcal per mole): 62.9
Gap between HOMO and LUMO (eV): 9.02

Each line ends with the Löwdin charge.
Geometry (Å):
C1 -5.80 -2.93 -4.50  -0.1477
O1 -4.44 -2.96 -4.38  -0.1955
C2 -3.83 -4.11 -3.76  -0.1638
C3 -2.31 -4.17 -3.82  -0.4868
C4 -1.56 -5.30 -3.17  -0.0565
N1 -1.77 -2.97 -3.36  0.0677
H1 -6.23 -2.05 -4.98  0.0811
H2 -6.30 -3.12 -3.55  0.0898
H3 -6.17 -3.74 -5.13  0.0827
H4 -4.06 -4.22 -2.70  0.1292
H5 -4.22 -4.97 -4.31  0.1249
H6 -2.11 -4.31 -4.89  0.1332
H7 -0.50 -5.09 -3.33  0.0835
H8 -1.70 -6.26 -3.67  0.0745
H9 -1.64 -5.44 -2.09  0.0767
H10 -2.56 -2.36 -3.53  0.0446
H11 -1.79 -2.96 -2.35  0.0483
C5 0.35 3.18 3.34  -0.1124
O2 -0.72 2.83 4.17  -0.1846
C6 -1.20 1.50 3.79  -0.1621
C7 -2.60 1.41 4.44  -0.3925
C8 -2.52 1.78 5.95  -0.0492
N2 -3.35 0.17 4.13  0.0457
H12 0.91 4.00 3.80  0.0802
H13 0.00 3.38 2.33  0.0779
H14 1.07 2.36 3.31  0.0819
H15 -1.21 1.24 2.73  0.1074
H16 -0.60 0.73 4.27  0.1303
H17 -3.12 2.22 3.92  0.1327
H18 -3.40 2.20 6.42  0.0749
H19 -1.68 2.42 6.22  0.0715
H20 -2.21 0.94 6.57  0.0736
H21 -2.67 -0.50 4.46  0.0837
H22 -4.05 0.20 4.85  0.0902
C9 4.31 5.76 5.11  -0.0694
O3 4.99 4.80 4.20  -0.1908
C10 4.10 3.83 3.66  -0.2281
C11 4.43 3.42 2.23  -0.3854
C12 4.04 4.41 1.13  -0.0487
N3 3.88 2.03 1.90  0.0444
H23 3.64 6.46 4.61  0.0849
H24 5.16 6.29 5.56  0.0768
H25 3.93 5.27 6.00  0.0790
H26 4.07 2.98 4.35  0.1192
H27 3.08 4.22 3.66  0.0880
H28 5.51 3.23 2.22  0.1260
H29 4.84 5.15 1.23  0.0723
H30 3.08 4.90 1.23  0.0746
H31 4.18 3.93 0.16  0.0768
H32 3.77 1.48 2.74  0.0466
H33 2.96 1.98 1.48  0.0200
O4 3.51 -2.68 -0.58  -0.1016
C13 4.68 -2.32 0.18  -0.2061
C14 5.98 -2.84 -0.58  -0.2288
O5 6.11 -2.35 -1.90  -0.0638
H34 3.56 -2.14 -1.37  0.0193
H35 4.72 -1.27 0.47  0.1065
H36 4.46 -2.86 1.11  0.1099
H37 5.86 -3.92 -0.62  0.1124
H38 6.77 -2.51 0.10  0.1073
H39 6.86 -2.83 -2.27  0.0846
O6 4.33 1.66 -3.69  -0.0948
C15 3.06 1.05 -3.97  -0.2102
C16 3.44 -0.41 -3.99  -0.2065
O7 3.79 -0.84 -2.66  -0.0802
H40 4.57 2.03 -4.54  0.0797
H41 2.56 1.47 -3.10  0.1223
H42 2.77 1.50 -4.92  0.1218
H43 4.19 -0.66 -4.74  0.1208
H44 2.59 -1.00 -4.34  0.1158
H45 4.45 -0.21 -2.37  0.0862
O8 -2.17 1.18 -3.86  -0.0662
C17 -3.47 0.67 -4.03  -0.2181
C18 -3.94 0.57 -5.49  -0.2047
O9 -4.15 1.91 -6.02  -0.0714
H46 -1.53 0.57 -4.23  0.1141
H47 -3.58 -0.31 -3.57  0.1050
H48 -4.18 1.30 -3.48  0.1281
H49 -4.83 -0.05 -5.45  0.0991
H50 -3.25 0.10 -6.19  0.1211
H51 -4.67 1.81 -6.82  0.0737
O10 1.76 -2.20 3.51  -0.0565
C19 0.86 -2.88 2.71  -0.2560
C20 0.44 -4.29 3.24  -0.2326
O11 -0.42 -4.35 4.39  -0.0691
H52 1.53 -2.43 4.41  0.0833
H53 -0.05 -2.29 2.70  0.0964
H54 1.33 -2.95 1.73  0.1239
H55 1.34 -4.89 3.38  0.1155
H56 -0.07 -4.80 2.42  0.0989
H57 -0.30 -5.25 4.71  0.0800
O12 -1.05 0.16 -1.26  -0.0604
C21 0.24 -0.33 -1.14  -0.2349
C22 0.92 0.06 0.21  -0.2039
O13 1.16 1.44 0.31  -0.0741
H58 -1.11 1.12 -1.32  0.0587
H59 0.26 -1.40 -1.37  0.1176
H60 0.86 0.04 -1.96  0.1044
H61 1.88 -0.46 0.25  0.1122
H62 0.26 -0.24 1.03  0.1016
H63 0.32 1.89 0.39  0.0311
O14 -1.52 3.41 -2.55  -0.0672
C23 -2.50 3.98 -1.66  -0.2167
C24 -1.83 4.11 -0.34  -0.2357
O15 -1.28 2.91 0.20  -0.0817
H64 -1.94 2.70 -3.05  0.0180
H65 -2.89 4.94 -1.98  0.1206
H66 -3.30 3.24 -1.59  0.1197
H67 -2.56 4.47 0.38  0.1192
H68 -1.09 4.91 -0.29  0.1306
H69 -1.99 2.39 0.57  0.0996
O16 -1.99 -2.66 -0.22  -0.0781
C25 -2.57 -3.19 0.94  -0.2205
C26 -3.28 -1.98 1.55  -0.2582
O17 -2.36 -0.98 1.85  -0.0791
H70 -1.65 -1.78 -0.07  0.0471
H71 -3.32 -3.90 0.61  0.1189
H72 -1.90 -3.70 1.63  0.0974
H73 -3.79 -2.35 2.45  0.1146
H74 -4.12 -1.74 0.91  0.1202
H75 -2.74 -0.55 2.62  -0.0008